[1]
Density functional theory data (wB97M-V/def2-TZVPD) for C17H30Cl4N5O3PPtS as an isolated structure.

Charge: +2
HOMO-LUMO gap: 6.377 eV
Energy above the lowest of the compared OMol25 structures with the same formula, charge and spin: 15.53 kcal per mole
E: -3864.3832 a.u.

Each line ends with the Mulliken charge.
CARTESIAN COORDINATES (ANGSTROEM)
Pt -0.24207 0.59847 -0.95300  1.337
Cl -1.33213 -1.76166 -7.39985  -0.072
C -0.54041 -1.49639 -5.94146  0.694
C 0.93773 -1.76016 -5.90797  0.452
Cl 1.66454 -2.29616 -7.33603  -0.093
C 1.66729 -1.58714 -4.78011  -0.027
Cl 3.33421 -1.89205 -4.67411  -0.115
C 1.00053 -1.12236 -3.56432  -0.084
O 1.52337 -0.97521 -2.48880  -0.403
C -0.53009 -0.82814 -3.62219  0.755
O -1.08825 -0.42016 -2.60148  -0.789
C -1.23800 -1.05661 -4.85436  -0.223
Cl -2.90973 -0.74141 -4.87573  -0.117
C 3.24488 -2.25012 -0.40721  -1.323
N 2.15994 -1.58256 0.31151  0.256
C 2.46957 -0.23380 0.75589  -1.502
C 0.93537 -2.07650 0.34004  0.524
S -0.48539 -1.06613 0.55080  -0.426
N 0.73501 -3.39113 0.31818  0.067
C 1.70917 -4.32212 0.88971  -1.178
C -0.54137 -4.01098 -0.04289  -1.080
H 3.73610 -1.49993 -1.02485  0.466
H 2.84084 -3.01935 -1.05966  0.416
H 3.97443 -2.68350 0.27733  0.372
H 3.49845 -0.23172 1.11205  0.447
H 1.80722 0.05795 1.56619  0.497
H 2.37328 0.48000 -0.06628  0.407
H 2.39854 -3.78826 1.54043  0.382
H 2.26490 -4.85309 0.11690  0.368
H 1.15826 -5.04857 1.48467  0.432
H -1.08830 -3.38515 -0.74306  0.354
H -1.15432 -4.18553 0.84226  0.366
H -0.32183 -4.96817 -0.51225  0.410
C 0.48572 4.66106 -0.58615  -0.957
N -0.14073 4.39716 0.70558  0.277
C 0.10299 5.42765 1.71055  -1.003
P -0.72470 2.92110 1.06748  -0.041
O 0.26328 1.89860 0.42361  -0.325
N -2.27681 2.83434 0.55607  0.414
C -2.77561 3.64269 -0.55470  -0.943
C -3.04741 1.62066 0.78983  -1.042
N -0.76771 2.64460 2.66825  0.437
C 0.31536 1.94232 3.35163  -0.992
C -1.87300 3.04119 3.53432  -1.186
H 0.16909 5.63763 -0.95312  0.377
H 0.18560 3.91551 -1.32120  0.215
H 1.57422 4.65356 -0.50402  0.303
H -0.21611 6.39424 1.32074  0.340
H 1.16508 5.48469 1.95793  0.338
H -0.46091 5.22314 2.61636  0.296
H -2.26552 4.60240 -0.58110  0.300
H -3.84049 3.82369 -0.40669  0.339
H -2.65213 3.14083 -1.51847  0.277
H -2.66968 1.09748 1.66748  0.332
H -3.01588 0.94152 -0.06933  0.250
H -4.08931 1.88691 0.96959  0.369
H 1.17858 1.84776 2.69832  0.273
H -0.00811 0.94649 3.66446  0.285
H 0.61348 2.50350 4.23840  0.364
H -2.62467 3.58699 2.96954  0.352
H -1.50275 3.67919 4.33859  0.407
H -2.33849 2.16175 3.98287  0.376

[2]
Density functional theory data (wB97M-V/def2-TZVPD) for C21H31N3O3S as an isolated structure at a distorted geometry.

HOMO-LUMO gap: 7.458 eV
Energy above the lowest of the compared OMol25 structures with the same formula, charge and spin: 213.07 kcal per mole
E: -1606.7467 a.u.

Each line ends with the Mulliken charge.
CARTESIAN COORDINATES (ANGSTROEM)
C -3.27711 0.29521 4.34873  -0.054
C -3.40645 -0.70756 3.65521  -0.427
C -3.43781 -1.97661 2.71278  -0.504
C -1.96606 -2.59421 2.81130  0.499
C -0.84762 -1.65909 2.27506  -0.586
C 0.58217 -2.04472 2.32610  0.168
N 1.64550 -1.17593 1.86799  -0.481
C 0.88562 -3.42727 2.92830  0.590
N 2.15227 -4.02427 3.10096  -0.632
S 1.89371 -5.51695 3.83000  0.178
N 0.21050 -5.60882 4.00787  -0.650
C -0.21766 -4.38303 3.46514  0.696
C -1.67556 -3.91872 3.39020  -0.805
H -2.81331 0.98387 5.10734  0.337
H -4.21029 -2.72622 3.04148  0.371
H -3.59001 -1.65072 1.63126  0.240
H -1.13928 -0.64163 1.86337  0.262
H 1.30771 -0.20013 1.86565  0.274
H 2.43374 -1.26249 2.53039  0.269
H -2.51177 -4.56804 3.77173  0.279
C 2.33438 -2.86526 -2.27471  -0.578
C 2.50672 -2.18024 -3.61545  -0.325
C 1.36495 -1.18077 -3.60681  -0.392
O 1.14251 -0.81710 -2.23854  -0.439
C 1.87152 -1.71990 -1.39386  -0.056
H 3.24187 -3.34549 -1.90642  0.356
H 1.54923 -3.62464 -2.34401  0.310
H 3.46586 -1.65229 -3.64181  0.044
H 2.46965 -2.86207 -4.46620  0.417
H 0.44142 -1.62845 -3.98955  0.354
H 1.58682 -0.28627 -4.19264  0.082
H 2.72256 -1.17286 -0.97407  0.217
H 1.23398 -2.05198 -0.57411  -0.003
C 3.34810 1.87180 -4.64267  -0.523
C 3.83870 1.62537 -3.23106  0.129
C 5.34380 1.60234 -3.42036  -0.450
O 5.63600 2.47434 -4.52004  -0.401
C 4.41102 2.80906 -5.18504  -0.529
H 2.34312 2.29343 -4.69170  0.406
H 3.35361 0.93345 -5.20695  0.223
H 3.55553 2.46484 -2.58867  0.323
H 3.45133 0.70835 -2.78429  -0.286
H 5.69615 0.59908 -3.68437  0.265
H 5.88381 1.93809 -2.53251  0.278
H 4.17636 3.85307 -4.95052  0.265
H 4.54207 2.71606 -6.26504  0.295
C -5.23846 4.49562 2.55845  -0.543
C -5.79004 3.42977 1.63491  -0.565
C -4.53524 2.67066 1.24687  -0.328
O -3.63358 2.76441 2.35670  -0.343
C -4.13035 3.74674 3.27438  -0.455
H -5.98024 4.91310 3.24066  0.324
H -4.81577 5.31543 1.96922  0.258
H -6.46767 2.77308 2.18923  0.270
H -6.32983 3.82889 0.77508  0.339
H -4.04734 3.12643 0.37847  0.280
H -4.73299 1.61984 1.02340  0.193
H -4.51316 3.21947 4.15550  0.272
H -3.31472 4.40193 3.58768  0.294